Formula: C29H56HfNO4SSeSi
Source: the OMol25 dataset
Level of theory: ωB97M-V/def2-TZVPD

Geometry (Å):
1 Hf 9.2253 -11.5289 14.4057
2 C 5.7973 -11.4111 16.0147
3 C 6.7110 -12.6458 15.8463
4 C 5.8251 -13.8606 15.6627
5 C 7.3634 -12.8786 17.2190
6 N 7.6863 -12.4934 14.8401
7 H 5.2232 -11.6074 16.9372
8 H 5.0551 -11.2540 15.2123
9 H 6.4174 -10.5267 16.0590
10 H 5.1647 -14.0730 16.4940
11 H 6.2394 -14.8003 15.3752
12 H 5.0848 -13.7932 14.7787
13 H 6.5503 -12.9546 17.9920
14 H 7.8781 -11.9158 17.5031
15 H 8.0159 -13.7452 17.2145
16 C 10.3517 -7.8158 14.6084
17 C 9.8226 -8.5505 15.8134
18 C 8.7022 -7.8226 16.5014
19 C 10.9789 -8.9484 16.7421
20 O 9.2740 -9.8398 15.2971
21 H 10.8328 -6.9126 14.9777
22 H 9.4953 -7.5328 13.9830
23 H 11.0942 -8.4711 14.0087
24 H 8.8654 -6.7217 16.7844
25 H 8.3984 -8.3912 17.3992
26 H 7.7945 -7.7949 15.8992
27 H 11.2055 -7.9326 17.1921
28 H 11.8719 -9.3496 16.2063
29 H 10.8066 -9.6101 17.5782
30 C 8.5586 -15.8431 12.3223
31 C 10.0052 -15.4589 11.9543
32 C 10.0514 -14.9003 10.5404
33 C 10.9138 -16.6666 12.0118
34 O 10.4248 -14.3519 12.8545
35 Si 11.5072 -14.3413 14.0296
36 S 11.1607 -12.6862 15.3647
37 O 11.3062 -15.6567 14.9101
38 C 11.7357 -16.2914 16.1643
39 C 10.4292 -16.6478 16.8971
40 C 12.3969 -17.6021 15.5806
41 C 12.7079 -15.4985 17.0297
42 O 13.0442 -14.2128 13.5008
43 C 14.0993 -13.2635 13.1861
44 C 14.6214 -12.6652 14.4597
45 C 13.5033 -12.3180 12.1932
46 C 15.1956 -14.1422 12.5748
47 H 7.9822 -16.3136 11.5089
48 H 7.9989 -14.9883 12.6582
49 H 8.5183 -16.5590 13.1611
50 H 9.4961 -15.5386 9.8129
51 H 11.0849 -14.8720 10.1548
52 H 9.6078 -13.8746 10.5428
53 H 10.7308 -17.1956 11.0844
54 H 10.6121 -17.4378 12.8188
55 H 12.0103 -16.4851 12.0765
56 H 9.6704 -17.0274 16.1905
57 H 9.9032 -15.7656 17.3095
58 H 10.6666 -17.3450 17.6985
59 H 11.5626 -18.1874 15.1052
60 H 12.8879 -18.1998 16.3777
61 H 13.0724 -17.3889 14.7191
62 H 12.1952 -14.5918 17.4111
63 H 13.5410 -15.0830 16.4793
64 H 13.0194 -15.9898 17.9884
65 H 13.9098 -12.0610 15.0043
66 H 15.5614 -12.0778 14.3124
67 H 14.9275 -13.4197 15.2104
68 H 12.5261 -11.8465 12.4572
69 H 13.4478 -12.7569 11.2012
70 H 14.2760 -11.5108 12.0439
71 H 15.5401 -14.8778 13.2834
72 H 16.1104 -13.5408 12.3028
73 H 14.8036 -14.7024 11.6799
74 C 7.8964 -4.9143 11.4965
75 C 8.0816 -6.4453 11.6024
76 C 7.2793 -7.2778 12.3792
77 C 7.4676 -8.6802 12.4739
78 C 6.4477 -9.5071 13.2005
79 C 8.5371 -9.2745 11.7998
80 Se 8.7743 -11.2563 11.7896
81 C 9.4020 -8.4270 11.0691
82 C 10.4255 -9.0336 10.1573
83 C 9.1860 -7.0400 10.9909
84 H 6.8628 -4.6915 11.5656
85 H 8.1847 -4.6163 10.4752
86 H 8.4948 -4.3836 12.2398
87 H 6.4667 -6.8879 12.9941
88 H 5.7661 -8.7403 13.6263
89 H 6.8718 -10.2270 13.8685
90 H 5.8428 -10.1309 12.4918
91 H 9.9035 -9.4637 9.2458
92 H 10.9948 -9.8473 10.7050
93 H 11.1196 -8.2336 9.8226
94 H 9.7252 -6.4410 10.3295

## Properties
**Total charge**: -1
**Energy above the lowest of the compared OMol25 structures with the same formula, charge and spin**: 0.0 kcal/mol



Formula: C29H57N2O40Tl2
Source: the OMol25 dataset
Level of theory: ωB97M-V/def2-TZVPD

Geometry (Å):
1 Tl -0.0648 -1.6003 -5.2889
2 Tl -3.8209 2.3057 -3.1391
3 N -3.9537 4.8989 -0.5350
4 O -4.8904 4.4345 -1.1115
5 O -2.9168 4.4566 -0.9537
6 O -4.0880 5.7668 0.3103
7 N -3.9270 -2.0040 -3.8739
8 O -4.9613 -2.6834 -3.8195
9 O -3.8642 -0.8447 -3.5167
10 O -2.9233 -2.5629 -4.4332
11 O 2.4483 -2.7710 -4.8737
12 H 2.7091 -3.2593 -4.0687
13 O -0.2304 -0.0610 -0.3503
14 C -0.6252 0.2656 -1.5508
15 O -1.5739 1.0934 -1.6585
16 O -0.0904 -0.0595 -2.6242
17 H -0.6204 0.5691 0.2600
18 O -2.0348 2.8204 -6.4382
19 C -1.5441 1.6022 -6.1377
20 O -0.6899 1.0482 -6.9158
21 O -1.8492 0.9590 -5.0833
22 H -1.7859 2.8998 -7.3619
23 C -2.4009 -3.2075 -0.7844
24 O -1.0726 -3.5061 -0.5092
25 C -0.1420 -3.6921 -1.5561
26 O -0.3203 -3.5168 -2.7192
27 O 0.9511 -4.0136 -0.9709
28 C 2.2075 -4.1211 -1.6632
29 H -2.9700 -3.6100 0.0536
30 H -2.6906 -3.5611 -1.7739
31 H -2.5978 -2.1383 -0.7057
32 H 2.8701 -4.7202 -1.0386
33 H 2.4703 -3.1175 -1.9976
34 H 2.0374 -4.8532 -2.4526
35 C 3.5709 0.7284 -7.6881
36 O 3.8092 1.2650 -6.4222
37 C 3.1553 0.7413 -5.3896
38 O 2.0376 0.2589 -5.4672
39 O 3.8631 0.9034 -4.3256
40 C 3.4704 0.3796 -3.0548
41 H 4.0986 -0.2234 -7.6272
42 H 3.9264 1.4083 -8.4623
43 H 2.5377 0.4639 -7.9129
44 H 4.0563 0.9254 -2.3152
45 H 3.8647 -0.6365 -3.0617
46 H 2.4185 0.3600 -2.7698
47 C 3.7733 3.8501 4.5487
48 O 3.0829 4.6242 3.5217
49 C 2.9303 4.1597 2.2831
50 O 3.6986 3.3470 1.7188
51 O 1.9943 4.8454 1.6831
52 C 1.5471 4.3738 0.4123
53 H 3.2305 3.8958 5.4928
54 H 4.8102 4.1503 4.6997
55 H 3.6272 2.8458 4.1510
56 H 1.7232 3.3118 0.2417
57 H 1.9713 4.8467 -0.4734
58 H 0.4821 4.5919 0.4922
59 C 0.3772 -0.1540 4.5212
60 O -0.3345 0.9562 4.0045
61 C 0.1267 2.1354 4.2803
62 O 1.1074 2.3562 5.0107
63 O -0.6449 2.9958 3.5644
64 C -0.6663 4.4120 3.7918
65 H 1.1287 -0.5368 3.8306
66 H -0.2847 -0.9827 4.7725
67 H 0.9034 0.0632 5.4508
68 H 0.0826 4.7940 3.0980
69 H -0.5759 4.7621 4.8201
70 H -1.6628 4.7294 3.4849
71 C -3.1466 -0.7240 5.1463
72 O -3.5743 -2.0256 4.6811
73 C -3.1433 -2.4973 3.5220
74 O -2.3665 -1.9037 2.7513
75 O -3.4892 -3.8509 3.2532
76 C -4.4944 -4.5344 4.0132
77 H -2.8228 -0.8357 6.1811
78 H -3.9481 -0.1153 5.5649
79 H -2.5045 -0.1651 4.4656
80 H -5.4024 -3.9533 4.1742
81 H -4.0681 -4.9693 4.9172
82 H -5.0708 -5.3239 3.5309
83 C 4.4463 -4.5539 4.6207
84 O 3.3330 -4.8549 3.7425
85 C 2.1327 -4.4904 4.0481
86 O 1.7742 -4.0523 5.1740
87 O 1.3078 -4.7781 2.9471
88 C 0.0097 -4.3074 3.0159
89 H 5.3317 -4.4716 3.9902
90 H 4.5892 -5.4098 5.2802
91 H 4.2418 -3.6383 5.1756
92 H -0.5159 -4.3130 2.0610
93 H -0.0301 -3.2748 3.3627
94 H -0.6989 -4.8001 3.6818
95 C -6.6336 -1.2831 -0.9708
96 O -6.0143 -0.8014 0.2407
97 C -5.0516 0.1672 0.1716
98 O -4.7503 0.8749 -0.7807
99 O -4.6198 0.4100 1.4147
100 C -3.6342 1.4821 1.4940
101 H -5.9603 -1.5538 -1.7842
102 H -7.2038 -0.3995 -1.2576
103 H -7.3773 -2.0070 -0.6377
104 H -3.2447 1.7960 2.4624
105 H -4.1445 2.3985 1.1975
106 H -2.7274 1.2851 0.9222
107 C 1.2811 3.0656 -2.9363
108 O 0.8409 4.3384 -3.3711
109 C -0.4588 4.6793 -3.5371
110 O -1.2962 3.8578 -3.4087
111 O -0.5812 6.0452 -3.7912
112 C -1.8453 6.6242 -3.7170
113 H 0.7328 2.7478 -2.0495
114 H 2.2939 3.2627 -2.5846
115 H 1.2680 2.3963 -3.7965
116 H -2.1145 6.8799 -2.6922
117 H -2.4822 5.9820 -4.3253
118 H -1.8130 7.5926 -4.2162
119 C 2.6246 -1.3690 1.2748
120 O 3.9484 -1.1796 1.8327
121 C 4.9905 -1.9738 1.6883
122 O 6.0874 -1.6803 2.0804
123 O 4.7297 -3.1043 0.9659
124 C 5.8098 -3.9434 0.5913
125 H 2.1826 -2.3447 1.4769
126 H 2.5047 -1.4781 0.1970
127 H 1.8834 -0.6062 1.5129
128 H 6.3582 -3.5163 -0.2483
129 H 5.5831 -4.9901 0.3885
130 H 6.6623 -3.9762 1.2697

## Properties
**Total charge**: +1



| no. | HOMO level (eV) | calculated total energy (hartree) |
| --- | --- | --- |
| 1 | -3.92 | -4631.752797 |
| 2 | -11.98 | -4602.269839 |